Density functional theory data (the ωB97M-V functional and the def2-TZVPD basis) for a molecular structure, C41H50F43GaNO7S2.

As for the total energy: -9189.1975 Eh. For the HOMO energy, the calculation gives -5.994 eV. Its net charge is -1. The HOMO-LUMO gap comes out at 7.59 eV.

Last column: Mulliken charge in e.
CARTESIAN COORDINATES (ANGSTROEM)
C 5.3315 -4.1017 -0.6679  -1.71
C 4.7134 -4.1720 -2.0693  1.06
C 3.7330 -5.3378 -2.2110  0.93
C 3.3784 -5.7425 -3.6449  -1.17
N 2.9136 -4.6183 -4.4705  0.39
C 1.8490 -3.8505 -3.8122  0.80
C 0.7864 -3.3299 -4.7837  -1.19
C -0.1349 -2.2921 -4.1335  -0.84
C -0.5903 -2.7099 -2.7170  -0.78
Ga 0.5283 -1.9070 -1.2450  -0.66
C 1.9830 -0.6971 -1.9484  -1.08
O 3.0152 -0.4894 -0.9700  0.17
C 3.7295 0.6915 -1.0279  -0.59
O 5.0316 0.5105 -1.5639  -0.54
C 5.6647 -0.7028 -1.1864  1.13
C 5.8841 -0.8840 0.3183  -0.50
O 7.2524 -0.7227 0.7102  -0.61
C 1.3314 -3.4695 -0.1309  0.83
F 2.7123 -3.4304 -0.0409  -0.14
F 1.0787 -4.6740 -0.8213  -0.10
C 0.8356 -3.7706 1.2860  0.30
F 1.4019 -2.9277 2.1785  -0.33
F -0.5079 -3.5581 1.3335  -0.29
C -0.7559 -0.6501 -0.1982  -0.20
F -1.9939 -1.1736 0.0810  -0.32
F -1.0197 0.4131 -1.0685  -0.25
C -0.2457 0.0084 1.1159  0.95
F 1.0880 -0.1557 1.2126  -0.17
F -0.8110 -0.5621 2.1958  -0.35
C -0.4886 1.5262 1.2646  0.49
F -1.7820 1.8311 1.1231  -0.29
F 0.2022 2.2358 0.3743  -0.22
F -0.1173 1.9408 2.4808  -0.31
C 3.8138 -3.9412 -5.2348  0.53
S 3.9088 -2.3143 -5.4218  -0.25
S 4.8329 -5.0074 -6.2968  -0.31
C 6.4827 -4.6774 -5.6525  -0.52
C 7.5315 -5.3640 -6.5349  -0.44
C 8.9646 -5.0817 -6.0343  -1.17
H 5.9922 -3.2298 -0.5806  0.52
H 4.5441 -3.9777 0.0874  0.15
H 5.9113 -5.0026 -0.4371  0.48
H 4.1991 -3.2202 -2.2677  -0.86
H 5.5105 -4.2374 -2.8220  0.08
H 2.8242 -5.1217 -1.6328  -1.10
H 4.1756 -6.2370 -1.7524  0.78
H 2.5724 -6.4888 -3.6075  0.16
H 4.2265 -6.2198 -4.1401  0.53
H 2.2819 -3.0521 -3.1976  -0.88
H 1.3615 -4.5544 -3.1282  -0.48
H 0.1950 -4.1879 -5.1365  0.25
H 1.2659 -2.8934 -5.6643  0.45
H -1.0098 -2.1731 -4.7899  0.46
H 0.3758 -1.3202 -4.1350  0.18
H -0.5687 -3.8061 -2.6547  0.33
H -1.6312 -2.4069 -2.5546  0.73
H 1.5158 0.2679 -2.2093  0.68
H 2.4390 -1.0787 -2.8750  0.67
H 3.7939 1.1068 -0.0104  0.29
H 3.2535 1.4272 -1.6909  0.25
H 5.1226 -1.5614 -1.6009  -1.01
H 6.6522 -0.6731 -1.6648  0.54
H 5.6035 -1.8970 0.6226  0.15
H 5.2549 -0.1848 0.8810  0.35
H 7.4978 0.1854 0.5176  0.34
H 1.0353 -4.8023 1.5934  0.37
H 6.5832 -5.0478 -4.6240  0.30
H 6.6598 -3.5939 -5.6279  0.43
H 7.4122 -5.0280 -7.5704  0.37
H 7.3424 -6.4448 -6.5182  0.30
H 9.5138 -6.0042 -5.8290  0.30
H 8.9444 -4.5035 -5.1018  0.35
H 9.5349 -4.4899 -6.7551  0.29
C -3.1924 3.3635 3.8745  -0.25
C -3.4959 4.7909 3.4127  0.94
C -3.5849 5.8854 4.4789  0.07
F -4.5917 5.6351 5.3488  -0.23
F -3.8517 7.0680 3.8759  -0.30
F -4.5972 4.8216 2.6381  -0.29
F -2.4268 5.1645 2.6433  -0.33
O -4.2946 2.4950 4.0118  -0.41
C -4.9985 2.3909 5.1664  0.83
C -6.4715 2.7831 4.9727  0.20
F -6.5670 4.0395 4.4934  -0.20
F -7.0927 2.7346 6.1720  -0.27
F -4.4400 3.0811 6.1755  -0.29
F -5.0101 1.0851 5.5294  -0.30
H -2.6136 2.9329 3.0593  -0.16
H -2.5530 3.3599 4.7584  0.44
H -2.6442 5.9736 5.0269  0.38
H -6.9504 2.0877 4.2820  0.23
C -6.8076 11.3288 5.9828  -0.74
C -8.2847 10.9391 6.0955  0.90
C -8.8890 10.8401 7.5003  0.07
F -8.2705 9.8872 8.2241  -0.21
F -10.1946 10.5101 7.3859  -0.27
F -8.5373 9.8154 5.4034  -0.26
F -8.9734 11.9688 5.5060  -0.33
O -5.8887 10.2787 5.8057  -0.34
C -5.3121 9.6384 6.8571  0.80
C -5.6505 8.1427 6.8664  0.57
F -6.9869 7.9641 6.9040  -0.25
F -5.1122 7.5925 7.9783  -0.28
F -5.6036 10.2233 8.0319  -0.30
F -3.9669 9.7160 6.6948  -0.30
H -6.7495 11.8980 5.0559  0.38
H -6.5189 11.9943 6.7976  0.31
H -8.8106 11.8005 8.0163  0.29
H -5.2409 7.6585 5.9829  -0.14
C -1.7699 5.0511 -1.0962  -0.73
C -2.1784 4.5925 -2.4983  0.89
C -1.0662 4.1513 -3.4549  0.18
F -0.2147 5.1729 -3.6918  -0.25
F -1.6291 3.7899 -4.6289  -0.28
F -2.9567 5.5239 -3.0906  -0.29
F -2.9336 3.4709 -2.3092  -0.29
O -1.6814 6.4445 -0.8737  -0.43
C -0.5435 7.1450 -1.0956  0.89
C -0.7430 8.2310 -2.1643  0.16
F -1.1668 7.6899 -3.3217  -0.22
F 0.4419 8.8449 -2.3853  -0.27
F 0.5041 6.3609 -1.3838  -0.29
F -0.2435 7.8155 0.0498  -0.31
H -2.5943 4.7359 -0.4577  0.35
H -0.8795 4.5239 -0.7507  0.42
H -0.5190 3.3008 -3.0407  0.22
H -1.4718 8.9626 -1.8118  0.24
C -0.2635 -7.6823 -0.4426  0.20
C -0.0986 -8.2635 -1.8495  0.96
C -1.2379 -9.1234 -2.4046  0.02
F -1.4315 -10.2193 -1.6399  -0.25
F -0.9083 -9.5324 -3.6503  -0.27
F 1.0699 -8.9295 -1.9551  -0.31
F -0.0493 -7.1867 -2.6894  -0.33
O 0.3744 -8.3785 0.6100  -0.41
C -0.2257 -9.3824 1.2908  0.78
C 0.5414 -10.7066 1.1499  0.23
F 0.6591 -11.0546 -0.1457  -0.22
F -0.1484 -11.6771 1.7925  -0.27
F -1.5202 -9.5318 0.9673  -0.31
F -0.1757 -9.0739 2.6137  -0.30
H 0.2575 -6.7257 -0.4852  -0.51
H -1.3096 -7.4697 -0.2191  0.44
H -2.1627 -8.5435 -2.4539  0.32
H 1.5319 -10.6063 1.5961  0.23